[1]
7
Properties=species:S:1:pos:R:3:forces:R:3:mulliken_charge:R:1 method="wB97M-V/def2-TZVPD" homo_ev="-9.6 / -9.6" orbital_gap_ev="7.39 / 7.39" total_charge=0
C 0.780165 -0.512962 -1.642627 0.060 -0.643 -0.493 0.48
C 0.804962 0.595030 -0.835580 -0.749 0.426 0.917 -0.16
C -1.081002 -0.437213 1.548280 -0.074 -0.187 -0.015 0.20
N 0.542720 -1.517587 -2.175268 0.137 0.058 -0.092 -0.28
F -2.138304 0.284461 1.296573 0.211 -0.026 0.182 -0.09
F -0.803524 -0.211592 2.804769 -0.142 0.147 -0.167 -0.11
Cl 1.894983 1.799864 -0.996147 0.558 0.225 -0.331 -0.03


[2]
6
Properties=species:S:1:pos:R:3:forces:R:3:mulliken_charge:R:1 method="wB97M-V/def2-TZVPD" homo_ev=-3.7 orbital_gap_ev=6.92 total_charge=-1
O 0.547488 1.414151 -0.192072 1.414 1.835 -0.364 -0.70
C 1.014889 0.273294 -0.054958 2.971 0.325 1.238 0.68
O 2.109421 -0.187636 0.313057 1.542 1.017 -0.021 -0.69
C 0.008767 -0.717337 -0.133865 2.981 -2.179 -1.366 -0.48
C -1.096634 -0.354214 -0.156800 -3.764 -1.426 -0.399 0.45
Cl -2.583933 -0.428256 0.224640 -5.145 0.428 0.911 -0.26


[3]
46
Properties=species:S:1:pos:R:3:forces:R:3:mulliken_charge:R:1 method="wB97M-V/def2-TZVPD" homo_ev="0.2 / 0.3" orbital_gap_ev="8.16 / 8.12" total_charge=-4 spin_multiplicity=3
Pd -0.952477 6.193417 10.155953 0.679 0.581 0.684 2.13
C 1.193350 2.470216 9.995266 0.037 0.945 -0.301 0.54
F 2.145122 3.333912 10.348538 0.152 -0.170 0.130 -0.19
F 0.962812 2.657815 8.686055 -0.015 -0.277 0.104 -0.23
F 1.699605 1.221455 10.137824 -0.114 -0.070 0.117 -0.28
S -0.359093 2.749047 10.956161 -0.175 -0.675 -0.070 1.24
O -0.022916 2.493214 12.322984 0.380 -0.217 0.464 -0.70
O -0.687820 4.123990 10.675183 -0.134 0.205 -0.372 -0.87
O -1.226556 1.782084 10.336084 -0.363 -0.356 -0.215 -0.77
C 1.426095 7.227842 14.108142 0.626 0.146 -0.090 0.52
F 1.075691 8.512498 14.057576 -0.375 -0.096 -0.139 -0.21
F 2.603134 7.226030 14.807654 0.048 -0.196 0.226 -0.27
F 0.544418 6.552220 14.831943 -0.217 -0.004 0.077 -0.22
S 1.793704 6.461647 12.464492 -0.238 -0.899 -0.729 1.04
O 2.321901 5.163258 12.806984 0.137 0.198 0.439 -0.70
O 0.502146 6.371683 11.796554 -0.319 0.390 0.386 -0.14
O 2.712719 7.391703 11.887873 0.446 0.498 -0.008 -0.70
C 0.974301 7.508849 6.523716 -0.580 -1.774 -0.444 0.59
F 1.879224 7.851078 5.571923 0.162 0.688 0.240 -0.27
F 0.432420 8.566025 7.088091 0.377 0.435 -0.084 -0.18
F -0.002253 6.877395 5.823562 -0.067 0.171 0.166 -0.26
S 1.751655 6.314188 7.720740 0.011 0.751 0.201 1.22
O 0.703499 6.105478 8.703684 0.005 0.022 0.043 -0.26
O 2.038245 5.148080 6.936174 0.097 -0.353 -0.518 -0.72
O 2.895147 7.075747 8.152267 0.080 -0.016 0.184 -0.77
P -3.409902 5.693509 8.007578 1.891 0.048 0.592 1.45
F -3.217309 4.787944 9.329037 -0.640 0.031 -0.055 -0.41
F -1.848927 5.352713 7.645041 -0.381 0.083 -0.319 -0.47
F -3.885453 4.397895 7.173587 -0.361 0.227 -0.271 -0.41
F -3.494985 6.665442 6.725812 -0.159 -0.200 -0.369 -0.41
F -4.901341 6.087766 8.395905 -0.433 -0.139 0.165 -0.41
F -2.819220 6.988190 8.891158 -0.281 -0.305 -0.259 -0.65
P -0.653633 9.887165 10.812182 -1.006 -0.720 -1.295 1.48
F 0.910006 9.887427 11.073827 0.366 0.082 0.084 -0.37
F -0.921265 9.060468 12.134175 -0.132 0.042 0.284 -0.36
F -0.835295 11.294843 11.582529 0.085 0.347 0.077 -0.41
F -2.243190 9.877670 10.444118 0.285 0.022 0.323 -0.40
F -0.406756 10.641919 9.384477 0.164 0.202 0.240 -0.41
F -0.513152 8.421906 9.967033 -0.034 0.374 0.105 -0.58
P -3.552503 6.249103 13.039098 0.687 0.132 0.507 1.38
F -2.802796 6.472106 11.582343 0.219 -0.094 0.071 -0.63
F -2.700225 4.915757 13.294453 0.014 -0.095 -0.049 -0.35
F -2.412375 7.111519 13.787097 -0.031 0.001 -0.197 -0.38
F -4.309511 6.060805 14.482722 -0.244 -0.058 -0.002 -0.40
F -4.383763 7.597375 12.762689 -0.339 0.123 0.026 -0.41
F -4.691724 5.377125 12.321032 -0.313 -0.030 -0.151 -0.40


Result set for energy: -828.77465; -724.90061; -5835.01709 a.u., one per record in the order listed.
Result set for energy relative to the best compared isomer or geometry (same formula, charge and spin): 472.8; 342.8; 0.0 kJ/mol, one per record in the order listed.